1.
80
Properties=species:S:1:pos:R:3:forces:R:3 method="wB97M-V/def2-TZVPD" e_tot_ha=-10133.53070 s2=0.783 lumo_ev="-5.6096 / -5.4980" spin_multiplicity=2 homo_lumo_gap_ev="7.2009 / 6.7799" total_charge=+2 fmax_ev_per_a=4.7
V -0.476 -0.378 -1.025 0.63 2.01 -2.88
Br -4.132 4.758 1.082 0.24 -0.33 -0.16
C -3.106 3.256 0.529 -0.08 0.18 0.03
C -2.660 3.167 -0.785 -0.13 0.22 0.05
C -1.920 2.061 -1.168 0.02 -0.07 -0.16
C -1.606 1.042 -0.265 -0.30 0.40 0.26
C -2.077 1.160 1.043 0.15 -0.15 0.06
C -2.819 2.254 1.448 -0.16 0.21 -0.02
H -2.911 3.946 -1.491 0.03 0.02 -0.01
H -1.593 1.989 -2.212 -0.11 0.08 0.13
H -1.867 0.370 1.759 -0.02 0.07 0.06
H -3.188 2.341 2.458 -0.03 -0.03 0.11
Cl 2.966 7.656 0.014 -0.02 0.12 0.03
C 2.499 6.007 0.061 -0.02 -0.38 0.05
C 2.012 5.445 1.236 0.10 0.26 -0.10
C 1.675 4.105 1.277 0.06 -0.17 -0.14
C 1.818 3.310 0.147 -0.21 0.17 -0.15
C 1.485 1.846 0.167 0.29 -0.34 0.20
C 2.274 3.890 -1.033 -0.09 -0.08 0.16
C 2.625 5.223 -1.080 0.02 0.14 0.02
H 1.905 6.064 2.110 -0.03 0.10 0.16
H 1.291 3.684 2.195 -0.07 -0.02 0.11
H 0.891 1.580 1.050 0.08 -0.01 -0.21
H 0.901 1.573 -0.732 0.19 0.12 0.19
H 2.349 3.283 -1.926 0.01 0.00 -0.16
H 2.996 5.660 -1.991 0.03 0.10 -0.15
C -5.795 -0.849 -0.257 0.11 -0.56 -0.04
Ge -5.125 -2.709 -0.386 0.44 0.09 0.03
C -5.404 -3.782 1.257 -0.02 0.29 -0.51
C -5.647 -3.651 -2.045 0.06 0.28 0.50
C -3.104 -2.441 -0.454 -0.60 -0.21 0.16
Se -2.499 -1.327 -1.927 -0.80 -0.47 -0.63
C -1.996 -2.692 -3.228 -0.06 -0.11 -0.16
H -6.812 -0.782 -0.630 -0.11 0.03 -0.06
H -5.165 -0.176 -0.839 -0.01 -0.01 -0.06
H -5.793 -0.516 0.777 0.03 0.00 0.12
H -6.466 -3.920 1.438 -0.15 0.00 0.01
H -4.979 -3.288 2.127 0.06 0.12 0.04
H -4.955 -4.766 1.162 0.08 -0.10 -0.08
H -6.724 -3.794 -2.063 -0.08 0.00 0.00
H -5.177 -4.630 -2.101 0.06 -0.06 0.04
H -5.373 -3.075 -2.925 0.03 0.09 -0.06
H -2.536 -3.372 -0.498 -0.02 0.01 0.02
H -2.805 -1.895 0.444 -0.05 -0.04 -0.04
H -2.837 -2.882 -3.894 0.06 0.02 0.10
H -1.720 -3.611 -2.714 0.05 0.08 -0.01
H -1.156 -2.309 -3.810 -0.11 -0.08 0.05
C 0.435 -3.149 2.251 0.04 -0.34 0.57
C 0.092 -2.204 1.230 -0.25 0.97 -1.04
N -0.138 -1.436 0.382 0.79 -2.77 3.71
H -0.449 -3.431 2.824 0.00 -0.03 -0.01
H 1.178 -2.724 2.929 0.01 -0.03 -0.05
H 0.846 -4.050 1.790 0.00 0.05 0.00
C 4.481 1.819 0.003 -0.11 -0.19 -0.10
P 3.003 0.790 0.155 0.21 0.30 0.08
C 2.908 -0.299 -1.295 -0.04 0.11 0.38
C 3.312 0.208 -2.532 -0.03 0.01 0.07
C 3.183 -0.563 -3.675 -0.05 -0.06 0.04
C 2.622 -1.830 -3.595 -0.03 0.04 0.02
C 2.219 -2.345 -2.369 0.01 -0.03 -0.01
C 2.378 -1.590 -1.213 0.08 -0.02 0.14
C 3.174 -0.054 1.740 -0.08 0.03 -0.45
C 3.849 -1.269 1.843 -0.03 0.04 -0.02
C 4.125 -1.788 3.096 0.02 -0.07 0.04
C 3.725 -1.109 4.236 -0.06 0.05 -0.01
C 3.046 0.098 4.131 0.02 -0.01 0.08
C 2.784 0.640 2.886 -0.07 -0.06 -0.13
H 5.348 1.156 -0.024 -0.03 0.02 0.01
H 4.550 2.471 0.875 -0.07 -0.03 -0.01
H 4.454 2.437 -0.892 0.03 -0.02 0.04
H 3.740 1.197 -2.606 0.05 0.08 -0.03
H 3.529 -0.182 -4.624 -0.01 0.04 -0.05
H 2.523 -2.429 -4.487 -0.01 -0.07 -0.10
H 1.831 -3.354 -2.305 0.00 0.02 -0.01
H 2.168 -2.033 -0.247 -0.04 0.11 -0.17
H 4.170 -1.795 0.956 0.09 -0.05 -0.06
H 4.664 -2.719 3.187 0.05 -0.10 -0.02
H 3.953 -1.509 5.213 0.00 -0.06 0.05
H 2.733 0.618 5.023 0.01 0.09 0.06
H 2.299 1.604 2.808 -0.05 0.01 0.05


2.
102
Properties=species:S:1:pos:R:3:forces:R:3 method="wB97M-V/def2-TZVPD" e_tot_ha=-3549.49489 lumo_ev=-2.0495 homo_lumo_gap_ev=9.3261 total_charge=+1 fmax_ev_per_a=2.2
C 0.498 1.483 -0.608 -0.69 -0.93 0.26
C -0.378 0.356 -1.233 0.63 0.52 0.82
C -0.440 -0.758 -0.165 -0.12 -0.14 -0.79
C -0.932 -2.084 -0.730 0.25 0.74 0.15
O -0.917 -3.124 0.320 0.26 0.03 -0.38
N 0.317 -3.687 0.375 0.56 -0.16 0.31
C 0.775 -4.639 -0.494 -0.07 -1.32 -1.82
N 0.043 -5.194 -1.556 -0.24 0.28 1.48
C 2.053 -4.957 -0.172 -0.95 1.14 0.75
N 2.296 -4.153 0.941 1.67 -1.11 -0.84
O 3.527 -4.225 1.536 -0.30 0.10 0.30
C 1.276 -3.403 1.294 -0.28 1.14 0.36
C 1.141 -2.428 2.425 -0.52 -0.45 0.74
C 1.971 -2.774 3.690 0.24 0.49 -1.17
C 3.392 -2.200 3.641 -1.07 -0.81 0.62
C 4.208 -2.486 4.721 -0.11 -0.02 -0.25
C 5.501 -2.014 4.706 0.23 -0.51 1.33
C 5.969 -1.249 3.671 1.17 0.66 -0.48
C 5.173 -0.955 2.590 -0.36 -0.07 -0.16
C 3.885 -1.462 2.595 -0.39 0.62 -0.93
H 0.507 2.392 -1.208 0.13 -0.06 0.16
H 0.094 1.659 0.397 0.08 0.50 -0.25
H 1.500 1.066 -0.451 0.02 0.39 -0.26
H -1.382 0.740 -1.461 0.35 -0.23 -0.20
H 0.167 0.012 -2.120 -0.54 -0.12 -0.10
H -1.058 -0.434 0.679 0.19 -0.08 -0.04
H 0.603 -0.906 0.148 -0.23 -0.02 0.24
H -0.258 -2.361 -1.548 -0.32 -0.38 0.10
H -1.962 -2.058 -1.089 0.10 -0.02 0.13
H 0.491 -6.101 -1.741 -0.19 0.39 -0.19
H -0.850 -5.468 -1.138 -0.21 0.10 -0.68
H 2.730 -5.644 -0.649 0.15 0.06 0.38
H 4.118 -3.689 0.980 -0.02 0.12 0.22
H 1.324 -1.394 2.125 0.03 -0.20 -0.21
H 0.081 -2.458 2.711 0.13 -0.02 -0.21
H 2.002 -3.866 3.775 0.05 0.19 0.32
H 1.433 -2.346 4.541 0.13 -0.21 -0.02
H 3.809 -3.093 5.529 0.22 0.10 0.04
H 6.135 -2.253 5.557 0.07 0.12 -0.19
H 6.984 -0.859 3.665 -0.07 -0.16 0.21
H 5.519 -0.367 1.745 -0.01 -0.22 0.34
H 3.260 -1.225 1.734 0.05 -0.06 0.12
C -3.360 -4.886 0.022 0.27 0.03 0.01
C -4.390 -5.479 0.948 -0.41 0.35 0.01
O -5.274 -6.129 0.049 0.58 -0.24 -0.11
C -4.531 -6.489 -1.036 -0.22 -0.03 -0.13
O -4.867 -7.273 -1.858 -0.07 0.08 0.05
O -3.340 -5.832 -1.048 -0.29 0.02 0.18
F -5.065 -4.518 1.619 -0.02 -0.09 0.02
H -3.662 -3.909 -0.361 -0.17 -0.01 0.13
H -2.381 -4.797 0.477 0.01 -0.15 -0.05
H -3.995 -6.208 1.659 -0.08 0.06 0.08
C -4.614 4.115 -2.603 -0.25 0.27 -0.37
C -4.427 2.627 -2.727 0.28 0.10 -0.29
O -3.377 2.371 -1.803 -0.48 0.11 0.21
C -3.480 3.328 -0.831 0.22 0.20 0.33
O -2.939 3.262 0.224 0.09 -0.07 -0.09
O -4.274 4.343 -1.225 0.09 -0.37 -0.08
F -4.012 2.279 -3.970 -0.01 -0.15 0.06
H -3.926 4.682 -3.246 -0.35 -0.52 0.26
H -5.634 4.430 -2.812 -0.02 0.04 0.28
H -5.302 2.032 -2.458 0.07 -0.12 -0.12
C -1.518 7.969 -1.397 -0.17 0.29 0.42
C -0.714 8.318 -2.622 0.42 -0.22 0.16
O -1.000 7.234 -3.495 -0.46 0.25 0.03
C -2.242 6.794 -3.168 -0.09 -0.19 -0.06
O -2.904 6.080 -3.854 0.44 0.38 -0.12
O -2.634 7.271 -1.968 0.21 0.01 -0.28
F 0.613 8.333 -2.360 -0.01 0.00 -0.11
H -0.980 7.302 -0.723 0.13 0.02 -0.11
H -1.844 8.842 -0.841 -0.22 -0.10 -0.03
H -0.999 9.256 -3.100 0.13 0.01 -0.03
C 8.833 2.454 1.008 0.29 0.03 0.41
C 7.893 3.314 0.203 0.29 0.11 -0.41
O 7.158 2.352 -0.539 -0.12 -0.07 0.53
C 7.134 1.220 0.211 -0.04 -0.27 -0.18
O 6.395 0.306 0.028 0.14 0.13 -0.20
O 8.055 1.267 1.203 -0.16 0.17 -0.20
F 8.562 4.115 -0.655 -0.10 0.01 -0.01
H 9.741 2.207 0.457 -0.09 0.09 -0.16
H 9.108 2.904 1.959 -0.14 -0.18 0.09
H 7.205 3.915 0.799 0.02 0.09 -0.09
C -2.366 -8.312 -3.306 -0.56 -0.06 -0.05
C -1.618 -9.588 -3.593 0.01 0.11 -0.53
O -0.276 -9.240 -3.257 -0.18 0.01 0.54
C -0.357 -8.291 -2.302 0.08 -0.10 -0.01
O 0.551 -7.952 -1.599 0.05 -0.09 -0.21
O -1.595 -7.764 -2.225 0.33 -0.23 -0.05
F -1.673 -9.915 -4.901 0.10 -0.05 0.04
H -2.348 -7.622 -4.151 0.14 -0.11 -0.08
H -3.398 -8.478 -3.009 0.18 0.13 0.20
H -1.932 -10.443 -2.992 0.06 -0.06 -0.08
C -4.702 10.029 2.955 -0.17 -0.01 0.45
C -4.998 9.561 1.553 -0.11 0.41 -0.22
O -3.716 9.575 0.948 -0.01 -0.35 0.36
C -2.812 9.351 1.948 0.35 0.04 0.11
O -1.683 9.038 1.767 -0.03 0.06 -0.09
O -3.379 9.525 3.164 -0.11 -0.02 -0.35
F -5.805 10.427 0.897 0.02 -0.07 -0.06
H -4.694 11.118 3.032 -0.04 0.00 -0.20
H -5.395 9.627 3.690 0.19 -0.13 0.07
H -5.419 8.556 1.490 -0.07 0.05 -0.10